ORCA calculation (ωB97M-V/def2-TZVPD) on 2 unconnected molecules or ions with the total composition C7H14Se in a non-equilibrium geometry.

Geometry as XYZ:
```
22
Properties=species:S:1:pos:R:3:nbo_charge:R:1
C -1.993 -2.321 3.003 -0.380
C -0.969 -2.727 2.307 -0.373
C 0.562 0.271 -3.708 -0.624
C 0.682 2.365 2.285 -0.779
C 1.052 0.724 -2.383 -0.419
C 0.042 0.185 -1.292 -0.552
C 0.147 0.689 0.147 -0.253
Se 1.659 1.555 0.761 0.397
H -2.068 -2.430 4.121 0.193
H -2.933 -2.095 2.522 0.190
H -0.082 -3.087 2.770 0.184
H 0.529 1.219 -4.351 0.209
H -0.452 -0.187 -3.704 0.213
H 1.365 -0.358 -4.143 0.219
H 0.216 1.398 2.571 0.249
H 1.246 2.899 3.117 0.231
H -0.041 2.985 1.809 0.222
H 2.018 0.329 -2.007 0.201
H 1.005 1.765 -2.287 0.202
H -0.111 -0.976 -1.165 0.250
H -0.948 0.563 -1.641 0.232
H -0.926 -2.765 1.266 0.187
```

The value obtained for the relative energy (zero: lowest compared OMol25 entry of this formula, charge and spin) is 50.9 kcal/mol. Its LUMO energy is 0.0050 Eh. The value obtained for the gap between HOMO and LUMO is 7.93 eV. The value obtained for the calculated total energy is -72827.122 eV. The HOMO energy comes out at -7.8 eV.